Here is a cluster of 4 separate species, C9H21ClN3O3 in total from OMol25. Energies are from ωB97M-V/def2-TZVPD.

Computed properties:
energy above the lowest of the compared OMol25 structures with the same formula, charge and spin = 1.4 kcal/mol
HOMO-LUMO gap = 9.3339 eV
molar mass = 254.7 g/mol
E_LUMO = 0.1167 hartree

ORCA input file:
```
! wB97M-V def2-TZVPD RIJCOSX def2/J DEFGRID3
* xyz -1 1
Cl -0.06 -0.95 -0.16
C -1.31 1.68 2.49
C -2.51 1.88 1.60
O -3.39 2.69 1.89
N -2.52 1.15 0.48
C -3.61 1.25 -0.46
H -1.37 0.75 3.06
H -1.15 2.44 3.25
H -0.40 1.59 1.89
H -1.69 0.59 0.30
H -3.55 2.16 -1.06
H -4.59 1.20 0.01
H -3.53 0.39 -1.13
C -1.03 1.83 -3.00
C -0.20 1.00 -3.94
O -0.13 1.26 -5.14
N 0.51 0.00 -3.38
C 1.42 -0.87 -4.10
H -0.73 2.87 -3.15
H -0.89 1.48 -1.98
H -2.10 1.69 -3.18
H 0.33 -0.20 -2.40
H 1.48 -0.53 -5.13
H 1.07 -1.90 -4.04
H 2.39 -0.75 -3.63
C 3.75 -2.31 1.44
C 2.99 -2.16 2.72
O 3.50 -2.41 3.82
N 1.73 -1.72 2.59
C 0.77 -1.48 3.65
H 4.35 -3.21 1.46
H 4.39 -1.44 1.24
H 3.06 -2.37 0.59
H 1.41 -1.43 1.67
H 1.10 -1.96 4.56
H -0.21 -1.82 3.32
H 0.73 -0.41 3.85
*
```